(1)
Computed, not measured: the ion C4H2ClS with charge +1, with wB97M-V/def2-TZVPD.

The spin multiplicity is 1. Its total charge is +1. Its frontier orbital gap is 7.787 eV. The calculation puts the lowest unoccupied orbital energy at -0.2665 Ha. Its molar mass is 117.58 g mol⁻¹. For the HOMO energy, the calculation gives -15.04 eV. For the total energy, the calculation gives -27519.2065 eV.

Last column: Mulliken charge in e.
Cartesian coordinates (Å):
C -0.0548 -0.4317 2.5703  0.084
C -0.3322 -0.9637 1.2745  -0.217
S -0.3959 -1.3048 -0.6047  0.385
Cl -2.4621 -1.3252 -1.1069  0.072
C 0.4181 0.1162 -1.5335  -0.301
C 1.1470 1.2728 -1.8959  0.196
H 0.0542 0.3144 3.4961  0.384
H 1.6257 2.3221 -2.2000  0.397


(2)
Computed, not measured: the molecule C19H20F2N6O2, with wB97M-V/def2-TZVPD.

The spin multiplicity is 1. The SMILES is CC(=O)[C@H]1C[C@H](C(=O)NC[C@H](C)n2ccc(-c3cc(F)c(C#N)c(F)c3)n2)NN1. Its frontier orbital gap is 8.182 eV. The calculation puts the lowest unoccupied orbital energy at -0.0073 Ha. Its molar mass is 402.41 g mol⁻¹. The energy relative to the best compared isomer or geometry (same formula, charge and spin) comes out at 0.8 kJ/mol. For the HOMO energy, the calculation gives -8.38 eV. For the total energy, the calculation gives -38495.8863 eV.

Last column: Mulliken charge in e.
Cartesian coordinates (Å):
C -4.1498 -1.6019 2.0953  -1.086
C -3.2073 -1.0450 1.0084  0.181
O -3.2188 0.1717 0.8294  -0.508
C -2.1157 -1.9416 0.3544  0.429
C -0.6696 -1.4794 0.5541  0.007
C 0.1402 -2.7588 0.7509  0.372
C 1.4973 -2.6700 0.0134  0.222
O 1.9236 -3.5856 -0.6655  -0.642
N 2.3476 -1.5727 0.2324  -0.124
C 3.3457 -1.2134 -0.7573  -1.162
C 2.6876 -0.8839 -2.0925  0.068
C 3.6926 -0.4385 -3.1953  -1.490
N 1.6534 0.1415 -1.9505  1.002
C 0.4452 0.1366 -2.6721  -0.800
C -0.3084 1.0322 -2.0271  -0.588
C 0.4762 1.6012 -0.9742  0.671
C 0.0003 2.5978 0.0291  0.657
C -1.3353 3.1177 0.0844  -0.688
C -1.6920 4.0649 1.0480  0.275
F -2.9905 4.5744 0.9899  -0.315
C -0.7464 4.5201 1.9532  0.315
C -1.1782 5.4925 2.9016  -0.175
N -1.5219 6.2027 3.7566  -0.481
C 0.5666 4.0708 1.9166  0.335
F 1.4415 4.6428 2.7671  -0.298
C 0.9117 3.1114 0.9867  -0.742
N 1.6425 1.0407 -0.9519  -0.838
N -0.8208 -3.7985 0.3713  -0.497
N -2.0755 -3.3685 0.8716  -0.504
H -3.6010 -1.8368 2.9986  0.278
H -5.0194 -0.9086 2.3200  0.313
H -4.5158 -2.5414 1.7147  0.343
H -2.2989 -2.0193 -0.7147  0.416
H -0.5314 -0.8232 1.3920  0.513
H -0.3354 -0.9357 -0.3353  -0.747
H 0.3421 -2.8297 1.8342  0.251
H 1.9219 -0.8680 0.8298  0.364
H 4.0981 -2.0303 -0.8426  0.328
H 3.9080 -0.3676 -0.4298  0.467
H 2.2116 -1.8034 -2.4410  0.425
H 4.3668 -1.2676 -3.4589  0.416
H 3.1695 -0.0970 -4.1116  0.359
H 4.2608 0.4220 -2.8234  0.330
H 0.1665 -0.5362 -3.4782  0.443
H -1.3251 1.2935 -2.2857  0.425
H -2.1381 2.8077 -0.5616  0.332
H 1.9443 2.8311 1.0224  0.542
H -0.5245 -4.7451 0.6814  0.310
H -2.8419 -3.9055 0.4617  0.294


(3)
Computed, not measured: a structure of composition C33H35N3O2Ru, with wB97M-V/def2-TZVPD.

Its expectation value of S² is 6.0581. The spin multiplicity is 5. Its total charge is +2. Its frontier orbital gap (spin up / spin down) is 7.901 / 5.196 eV. The calculation puts the lowest unoccupied orbital energy (spin up / spin down) at -0.2283 / -0.3268 Ha. Its molar mass is 606.73 g mol⁻¹. For the HOMO energy (spin up / spin down), the calculation gives -14.11 / -14.09 eV. For the total energy, the calculation gives -45920.5823 eV.

Last column: Mulliken spin population.
Cartesian coordinates (Å):
Ru -0.0880 0.6813 -0.2196  1.862
C 1.4138 -4.7170 0.3793  -0.001
C 0.9698 -3.4273 -0.3216  -0.002
C 0.4895 -3.7337 -1.7451  0.017
C -0.0677 -2.6592 0.4785  0.029
C -0.1539 -2.7823 1.8660  0.004
C -1.1413 -2.1417 2.6007  0.028
C -2.1194 -1.3639 1.9864  0.033
C -3.3098 -0.8620 2.7474  -0.002
C -2.0115 -1.1844 0.6059  -0.049
C -0.9958 -1.8050 -0.1384  0.045
H 2.0398 -5.3020 -0.2925  0.000
H 0.5511 -5.3254 0.6555  0.000
H 2.0022 -4.5180 1.2743  0.000
H 1.8591 -2.7849 -0.4067  0.001
H -0.5058 -4.1818 -1.7278  0.000
H 1.1675 -4.4426 -2.2183  0.000
H 0.4674 -2.8402 -2.3684  0.000
H 0.5439 -3.4227 2.3885  0.000
H -1.1949 -2.3031 3.6710  -0.001
H -4.1617 -1.5205 2.5595  0.001
H -3.6087 0.1405 2.4442  0.001
H -3.1304 -0.8568 3.8206  0.000
H -2.8309 -0.7042 0.0809  -0.006
H -1.0817 -1.8047 -1.2188  0.017
C 0.0770 4.1182 3.2747  -0.002
C 0.9953 2.9422 3.3056  0.142
C 2.0652 2.9607 4.1798  -0.024
C 3.0595 1.9967 4.1293  0.205
C 3.0432 1.0112 3.1229  0.042
C 2.0080 0.9275 2.2368  0.079
C 2.0263 -0.1784 1.2115  0.037
C 0.8918 1.8223 2.3870  0.252
N -0.1858 1.6047 1.5989  0.249
C -1.4917 1.9878 1.9335  -0.081
O -1.9145 2.1252 3.0487  0.088
C -2.3518 2.1334 0.7064  0.008
C -3.6234 2.6766 0.6904  0.007
C -4.2984 2.7422 -0.5252  -0.004
C -3.6973 2.2625 -1.6826  0.003
C -2.4271 1.7196 -1.5868  -0.011
N -1.7946 1.6748 -0.4176  -0.025
C -1.6181 1.1731 -2.7354  0.010
O -1.9474 1.2881 -3.8856  0.098
N -0.4132 0.6716 -2.2659  0.242
C 0.6471 0.2373 -2.9995  0.153
C 0.5653 -0.8268 -3.9607  0.113
C -0.7341 -1.4632 -4.3267  0.015
C 1.7428 -1.2746 -4.5205  0.001
C 2.9722 -0.6978 -4.2002  0.186
C 3.0472 0.3788 -3.3102  -0.030
C 1.9143 0.8698 -2.7125  0.171
C 1.9814 2.1500 -1.9240  0.058
H 0.6090 5.0098 3.6000  0.003
H -0.7574 3.9664 3.9606  0.016
H -0.3381 4.2987 2.2837  -0.001
H 2.1377 3.7777 4.8858  0.006
H 3.8861 2.0323 4.8264  -0.003
H 3.8621 0.3061 3.0547  0.004
H 3.0540 -0.4848 1.0267  0.006
H 1.6352 0.1141 0.2058  0.002
H 1.4782 -1.0431 1.5791  0.009
H -4.0626 3.0326 1.6126  0.000
H -5.2923 3.1667 -0.5663  0.000
H -4.1890 2.2986 -2.6454  -0.001
H -1.3799 -1.6262 -3.4626  0.000
H -0.5711 -2.4103 -4.8356  0.001
H -1.2797 -0.8008 -5.0003  0.007
H 1.7051 -2.1005 -5.2190  0.004
H 3.8775 -1.0733 -4.6590  -0.003
H 3.9998 0.8561 -3.1197  0.004
H 2.9875 2.3160 -1.5441  0.000
H 1.2698 2.2039 -1.0790  -0.021
H 1.7264 2.9880 -2.5780  0.007


(4)
Computed, not measured: the molecule C4H3BrN2O4, with wB97M-V/def2-TZVPD.

The spin multiplicity is 1. Its frontier orbital gap (spin up / spin down) is 8.305 / 7.380 eV. The calculation puts the lowest unoccupied orbital energy (spin up / spin down) at -0.0689 / -0.1075 Ha. Its molar mass is 222.98 g mol⁻¹. The energy relative to the best compared isomer or geometry (same formula, charge and spin) comes out at 259.4 kJ/mol. For the HOMO energy (spin up / spin down), the calculation gives -10.18 / -10.31 eV. For the total energy, the calculation gives -85403.4846 eV.

Last column: Mulliken charge in e.
Cartesian coordinates (Å):
C -0.3749 1.5672 -0.1243  0.721
C 1.3086 -0.1554 0.5951  0.650
C -1.5227 0.8235 0.3337  -0.854
C 0.4245 -1.2903 0.2126  -0.254
N 0.8912 1.1022 0.2462  -0.083
N -0.0579 -1.4922 -1.1064  1.091
O -0.4924 2.6227 -0.7074  -0.546
O 2.3476 -0.3746 1.1681  -0.535
O 0.2285 -0.6466 -1.9316  -0.566
O -0.7169 -2.4885 -1.3066  -0.599
Br 0.3227 -2.7468 1.3259  0.028
H -1.5330 0.3334 1.2922  0.377
H -2.4498 0.9388 -0.2004  0.315
H 1.6247 1.8066 0.2029  0.254


Summary of max |F| in eV/Å
10.3 2.9 0.9 1.1
(order as listed above)